Entry 1:
Entry from the OMol25 dataset: a structure of composition C15H8Cl5F3N6O3STc (wB97M-V/def2-TZVPD).

Structure (XYZ):
```
42
Properties=species:S:1:pos:R:3:mulliken_charge:R:1
Tc -0.4712 -0.1559 -0.8008 -0.0159
N 2.8029 -0.0131 -1.0638 -0.1574
C 2.3594 0.7163 -0.0466 0.3394
N 3.2286 1.3551 0.7115 -0.7126
C 2.7449 2.1029 1.7011 0.3157
N 3.5854 2.7603 2.4737 -0.2873
N 1.4085 2.2474 1.9854 -0.6714
C 0.6185 1.5692 1.2298 -0.2588
N 1.0036 0.7583 0.1980 0.4639
C -0.8401 1.6069 1.4663 1.0652
C -1.4374 2.4078 2.4107 -0.7215
C -2.8220 2.3573 2.5380 -0.4950
C -3.5539 1.5122 1.7186 -0.9066
C -2.8875 0.7360 0.7893 -0.1325
N -1.5541 0.7816 0.6714 0.1560
H 3.7953 0.0173 -1.2416 0.3078
H 2.1870 -0.3178 -1.8046 0.1796
H 4.5761 2.7033 2.2996 0.2709
H 3.2368 3.3486 3.2124 0.2574
H -0.8234 3.0547 3.0207 0.5720
H -3.3233 2.9777 3.2687 0.4785
H -4.6307 1.4539 1.7873 0.4511
H -3.4127 0.0694 0.1170 0.5229
F -0.3114 0.0293 -5.6918 -0.1655
C -0.1114 1.1025 -4.9571 0.5025
F -0.9284 2.0731 -5.2995 -0.1610
F 1.1456 1.4915 -5.0258 -0.1674
S -0.4785 0.6538 -3.1953 1.5191
O -1.8456 0.1894 -3.0518 -0.5666
O -0.1963 1.7671 -2.2901 -0.5730
O 0.4624 -0.4519 -2.8040 -0.7562
Cl 0.5906 -1.3083 2.4652 -0.0645
C 0.1137 -2.4428 1.2931 1.0588
C -0.4025 -2.0361 0.0605 -1.0004
C -0.9030 -3.0631 -0.7460 1.4410
Cl -1.7281 -2.6120 -2.1578 -0.0600
C -0.7898 -4.4510 -0.4305 -0.0569
Cl -1.3712 -5.6039 -1.5066 -0.0523
C -0.1941 -4.8278 0.7686 0.3234
Cl -0.0212 -6.4682 1.1657 -0.1042
C 0.2434 -3.8302 1.6456 -0.0905
Cl 0.9350 -4.2611 3.1152 -0.0475
```

As for the electronic energy: -4209.67392 hartree. The max |F| is 0.65 eV/Å. The value obtained for the energy above the lowest of the compared OMol25 structures with the same formula, charge and spin is 0.966 eV. Its spin multiplicity is 4. The total charge is +2. For the frontier orbital gap (spin up / spin down), the calculation gives 8.6 / 5.0 eV. Its HOMO energy (spin up / spin down) is -15.354 / -15.373 eV.

---

Entry 2:
Entry from the OMol25 dataset: an isolated molecule of C2H7ClNO2P at a distorted geometry (wB97M-V/def2-TZVPD).

Structure (XYZ):
```
14
Properties=species:S:1:pos:R:3:mulliken_charge:R:1
C -1.3187 1.6187 -0.1333 -0.7693
C 0.9731 -2.1472 0.2820 -0.6496
N 0.1170 1.5333 -0.6018 -0.3565
O 0.5961 0.0534 2.1119 -0.6565
O 0.5990 -0.9419 -0.4665 -0.2767
P 1.0276 0.4165 0.2624 0.8483
Cl 2.8708 1.0787 -0.0499 -0.2157
H -1.2162 1.1099 0.7874 0.3351
H -1.5353 2.6433 -0.0559 0.3671
H -1.8431 1.1475 -0.9987 0.2062
H 2.0447 -2.1841 0.4693 0.3236
H 0.6988 -2.9942 -0.3392 0.2414
H 0.2965 -2.2361 1.2473 0.2962
H 0.4744 2.5111 -0.6967 0.3065
```

As for the electronic energy: -1087.14092 hartree. The max |F| is 7.62 eV/Å. The value obtained for the energy above the lowest of the compared OMol25 structures with the same formula, charge and spin is 3.055 eV. Its SMILES is CN[P@](=O)(Cl)OC. For the frontier orbital gap, the calculation gives 9.6 eV. Its HOMO energy is -9.206 eV.

---

Entry 3:
Entry from the OMol25 dataset: a cluster of 5 separate species, C19H37NO22S5 in total at a distorted geometry (wB97M-V/def2-TZVPD).

Structure (XYZ):
```
84
Properties=species:S:1:pos:R:3:mulliken_charge:R:1
C 5.0901 -1.3532 0.2169 -0.5704
C 5.5073 -0.1066 -0.5883 -0.2438
C 4.3058 0.7794 -0.8782 -0.4174
O 3.3937 0.0205 -1.6626 -0.2699
C 2.1599 0.6535 -1.8424 -0.5975
C 1.0898 0.1790 -0.8499 1.4307
C 1.2473 0.7709 0.5417 -1.8432
O 0.0032 0.7893 1.2249 -0.1501
O -0.5185 2.1138 1.0649 -0.4432
C 0.9896 -1.3608 -0.8895 0.3337
N 0.2539 -1.9457 0.2228 -0.3407
C -0.9369 -2.3993 0.1463 0.8166
C -2.1495 -1.5336 -0.0337 -0.9878
C -1.2094 -3.8764 0.3035 -1.5194
C 0.4180 -1.7405 -2.2412 -0.9915
O 1.3653 -1.4232 -3.3028 -0.4772
S 1.6106 0.1318 -3.4971 1.2312
O 0.4012 0.8136 -3.8420 -0.5976
O 2.7103 0.2523 -4.3908 -0.7016
H 5.3081 -1.1925 1.2700 0.2101
H 5.5634 -2.2559 -0.1538 0.2466
H 4.0145 -1.5095 0.1546 0.0460
H 5.8765 -0.4552 -1.5528 0.3082
H 6.2942 0.4516 -0.0908 0.1450
H 3.8728 1.0982 0.0727 0.1616
H 4.6636 1.6331 -1.4603 0.3557
H 2.2581 1.7417 -1.8578 0.7546
H 0.1381 0.5656 -1.2322 0.0465
H 1.9928 0.2666 1.1547 0.2550
H 1.5524 1.8139 0.4352 0.6125
H -1.4655 1.9633 0.9348 0.3224
H 1.9998 -1.7675 -0.8440 0.1122
H -2.7763 -1.6770 0.8510 0.4368
H -2.7606 -1.8735 -0.8715 0.3344
H -1.9024 -0.4820 -0.0944 0.0459
H -1.7785 -4.0834 1.2066 0.3575
H -1.8346 -4.1608 -0.5472 0.4416
H -0.2742 -4.4175 0.2767 0.2946
H 0.2294 -2.8036 -2.3411 0.3405
H -0.4791 -1.1492 -2.4374 0.5964
C -2.5074 4.4205 -2.4146 -0.2856
C -2.7074 3.5625 -3.6455 -0.3050
O -2.9261 2.2439 -3.1188 -0.2600
S -3.6867 2.3408 -1.7246 0.8957
O -5.0749 2.1302 -1.9269 -0.4909
O -2.9593 1.5793 -0.7735 -0.4000
O -3.4439 3.8938 -1.4567 -0.3251
H -1.5009 4.3098 -2.0076 0.2296
H -2.7135 5.4710 -2.5967 0.3298
H -1.8456 3.5616 -4.3058 0.3194
H -3.5962 3.8624 -4.2041 0.2437
C -1.2105 -5.8031 6.0618 -0.3529
C -2.3110 -5.0597 5.3347 -0.3092
O -1.6136 -4.1308 4.4953 -0.3028
S -0.2240 -4.7723 4.0154 1.1566
O -0.3960 -5.3299 2.7233 -0.5145
O 0.8134 -3.8546 4.3005 -0.5597
O -0.1829 -5.9720 5.0781 -0.3193
H -0.8061 -5.2137 6.8868 0.2977
H -1.5337 -6.7722 6.4313 0.3059
H -2.9761 -4.5271 6.0082 0.3080
H -2.8939 -5.7295 4.6990 0.2708
C 6.8759 0.7394 4.0296 -0.3170
C 8.3291 1.1257 4.2072 -0.3991
O 9.0227 0.3552 3.2169 -0.3243
S 8.0920 0.1724 1.9264 1.0936
O 8.4377 1.1515 0.9615 -0.5535
O 8.0408 -1.2065 1.6145 -0.5127
O 6.7096 0.6111 2.6111 -0.2075
H 6.6599 -0.2263 4.4904 0.2859
H 6.1915 1.4884 4.4177 0.2997
H 8.7088 0.8897 5.1969 0.3165
H 8.4915 2.1847 3.9961 0.2943
C -9.0357 2.5744 -3.5801 -0.2786
C -7.6889 3.1276 -3.1685 -0.2041
O -7.7513 4.5147 -3.5391 -0.2814
S -9.2510 5.0504 -3.3764 1.0744
O -9.3807 5.7070 -2.1273 -0.5442
O -9.6333 5.6775 -4.5876 -0.5336
O -9.9653 3.6210 -3.2673 -0.3203
H -9.0806 2.3845 -4.6543 0.2952
H -9.2973 1.6686 -3.0408 0.3020
H -6.8603 2.6421 -3.6718 0.2542
H -7.5425 3.0649 -2.0903 0.2430
```

As for the electronic energy: -4446.85881 hartree. The max |F| is 2.74 eV/Å. Its SMILES is CCCO[C@@H]1[C@H](COO)[C@@H](N=C(C)C)COS1(=O)=O.O=S1(=O)OCCO1.O=S1(=O)OCCO1.O=S1(=O)OCCO1.O=S1(=O)OCCO1. For the frontier orbital gap, the calculation gives 8.0 eV. Its HOMO energy is -7.677 eV.

---

Entry 4:
Entry from the OMol25 dataset: an isolated molecule of C3H6O2S2 at a distorted geometry (wB97M-V/def2-TZVPD).

Structure (XYZ):
```
13
Properties=species:S:1:pos:R:3:mulliken_charge:R:1
C -0.1509 -0.9953 -0.0295 -1.0103
C 1.1916 -0.3393 0.1401 -0.5581
C -1.4134 -0.3300 0.4243 0.2719
O 0.5695 2.0621 0.2693 -0.4921
O -1.4967 0.7480 0.9413 -0.5692
S -0.4517 1.0226 -2.1512 -0.3321
S 1.0903 1.1623 -0.9678 0.3177
H -0.2848 -1.2001 -1.0050 0.5491
H 0.0294 -2.0482 0.4395 0.3971
H 1.2711 -0.0208 1.1898 0.3333
H 2.1286 -0.8337 -0.3037 0.3569
H -2.2602 -1.0697 0.2785 0.2777
H -0.2228 1.8421 0.7744 0.4580
```

As for the electronic energy: -1064.69119 hartree. The max |F| is 4.81 eV/Å. The value obtained for the energy above the lowest of the compared OMol25 structures with the same formula, charge and spin is 2.570 eV. For the frontier orbital gap, the calculation gives 9.2 eV. Its HOMO energy is -8.645 eV.

---

> Number 3 is which compound?

C19H37NO22S5

---

> The lowest electronic energy belongs to which entry?

C19H37NO22S5